(1)
The following is a quantum chemistry calculation of a molecular structure, C23H15BF3N4O6S in a non-equilibrium geometry, from the Open Molecules 2025 dataset.

Computed properties:
HOMO energy ... -4.0 eV
E_LUMO ... 1.72 eV
Energy above the lowest of the compared OMol25 structures with the same formula, charge and spin ... 456.41 kJ/mol
E_tot ... -61995.85121 eV
Orbital gap ... 5.67 eV
Net charge ... -1

Positions of all 53 atoms, in Å:
C (3.12916, -1.89116, 2.03138)
C (2.14811, 0.42523, -2.07635)
N (-1.53248, 1.63464, -4.12234)
O (-4.25388, 1.90903, 0.94619)
C (2.54997, -3.02339, 1.44901)
C (-3.15918, 0.66338, -1.12802)
H (2.42183, -5.13065, 1.30231)
B (0.12486, 0.85260, -1.72174)
H (-1.68053, -1.82184, 0.75914)
O (-0.42230, 2.43223, -4.06399)
H (4.07595, 0.99773, -4.71817)
C (-0.92728, 1.55867, -0.41702)
C (-2.55976, -0.91358, 2.51939)
C (1.46863, -1.05477, -3.90625)
C (3.36031, 0.47587, -4.08976)
C (2.47487, -0.44101, -4.64985)
H (3.34291, -4.30600, 0.01428)
H (-0.40853, 2.13898, 0.35498)
H (0.49573, 1.51826, 2.29080)
H (2.38051, 0.08079, 2.67425)
C (3.14544, -4.32360, 1.09869)
F (-4.34595, -0.59510, 4.62658)
N (-0.19978, 2.95049, -2.73324)
C (-1.56564, -1.12470, 1.58425)
C (-3.28687, 0.26883, 4.63313)
H (3.92956, 1.60247, -2.30527)
C (-1.33995, 1.03209, 3.33430)
H (-1.35622, 1.90083, 3.99402)
H (-4.03759, 0.10943, -0.78981)
H (4.06757, -4.53589, 1.64661)
O (0.85807, 3.54425, -2.56583)
O (0.04200, -0.51158, -2.05137)
C (-2.33087, 1.32802, -0.18777)
H (0.71657, -1.71083, -4.33555)
C (-1.87660, 1.37390, -2.82867)
O (1.41978, 1.26186, -1.31648)
C (-0.90415, 1.94981, -1.88229)
F (-2.56898, 0.05151, 5.79518)
F (-3.78840, 1.55109, 4.69364)
C (3.27222, 0.86633, -2.75609)
N (-2.95575, 0.72367, -2.43621)
C (-2.36111, 0.10393, 3.45378)
O (-2.38766, 2.93351, 1.47561)
S (0.95112, -2.72186, 0.93851)
N (-3.01627, 2.07973, 0.80960)
H (4.15196, -1.86166, 2.38062)
C (-0.31523, 0.80575, 2.43865)
C (-0.32786, -0.45090, 1.78348)
H (2.48786, -0.64493, -5.71573)
H (-3.46718, -1.49897, 2.55023)
C (2.17249, -0.84300, 2.16259)
C (0.89883, -1.11495, 1.66673)
C (1.28968, -0.60450, -2.61012)



(2)
The following is a quantum chemistry calculation of a molecular structure, C23H15Cl5N2OPdS in a non-equilibrium geometry, from the Open Molecules 2025 dataset.

Computed properties:
HOMO energy (spin up / spin down) ... -7.4 / -7.4 eV
E_LUMO (spin up / spin down) ... -1.80 / -1.79 eV
Energy above the lowest of the compared OMol25 structures with the same formula, charge and spin ... 55.97 kJ/mol
E_tot ... -106048.03582 eV
Orbital gap (spin up / spin down) ... 5.62 / 5.63 eV
Net charge ... 0

Positions of all 48 atoms, in Å:
H (-4.50056, -3.88478, 0.55404)
C (-2.78401, -4.93090, -0.19190)
Cl (3.10979, -1.95561, -0.51850)
H (-3.49819, 3.52834, -1.34792)
Cl (1.03052, -1.30365, 4.37706)
C (2.17703, -1.56713, 1.96988)
C (-1.53083, -4.80194, -0.77425)
C (-1.87997, 2.41628, -0.47078)
H (-4.44286, 1.55731, -2.49626)
C (-3.02407, 2.56055, -1.24515)
Cl (6.40510, -1.29890, 3.71074)
C (0.37388, 5.19347, -0.90177)
C (0.91042, 4.56738, 0.24631)
C (-3.55822, 1.44973, -1.88118)
C (-1.74192, -2.38310, -0.72902)
Cl (5.98478, -1.80914, 0.65333)
H (1.84934, 2.80176, 1.02061)
C (2.41599, -1.39980, 3.35985)
C (0.39777, 4.51414, -2.07624)
C (-1.80062, 0.05080, -0.98926)
C (1.47882, 2.61951, -1.07464)
C (-1.01947, -3.54908, -1.04852)
H (-0.00070, 4.91513, -2.99666)
Pd (0.84901, -1.21693, -0.66420)
C (1.43658, 3.31051, 0.16194)
H (-0.39342, 1.04498, 0.27250)
C (3.34356, -1.69784, 1.18123)
H (-1.46926, 3.27683, 0.04454)
O (0.98231, -1.60119, 1.50055)
H (0.96504, 2.77416, -3.01753)
N (0.93817, 3.27522, -2.14055)
H (-0.04924, 6.18486, -0.85340)
H (-3.37875, -0.65517, -2.26432)
C (4.81623, -1.41707, 3.05665)
C (-1.26997, 1.18233, -0.34771)
C (3.69411, -1.30551, 3.88481)
S (2.17185, 1.10363, -1.28907)
H (0.89543, 5.09245, 1.19228)
H (-0.05292, -3.44707, -1.53270)
H (-3.17753, -5.91158, 0.04002)
N (-1.12983, -1.16088, -0.90294)
Cl (3.91098, -1.03552, 5.56823)
H (-0.95814, -5.68570, -1.02385)
C (-2.96815, 0.20400, -1.75038)
C (4.62760, -1.62963, 1.69677)
C (-3.02007, -2.53101, -0.16361)
H (-3.59221, -1.65351, 0.10375)
C (-3.52341, -3.79073, 0.09723)



(3)
The following is a quantum chemistry calculation of a molecular structure, C23H15ClIrN2O5STe in a non-equilibrium geometry, from the Open Molecules 2025 dataset.

Computed properties:
HOMO energy (spin up / spin down) ... -7.7 / -7.4 eV
E_LUMO (spin up / spin down) ... -1.62 / -1.66 eV
Spin multiplicity ... 2
Energy above the lowest of the compared OMol25 structures with the same formula, charge and spin ... 163.05 kJ/mol
E_tot ... -70799.18490 eV
Orbital gap (spin up / spin down) ... 6.07 / 5.69 eV
Net charge ... 0

Positions of all 49 atoms, in Å:
C (-2.44910, 1.36898, 1.34734)
H (2.28130, -2.23952, 4.95814)
C (3.64810, -0.53212, -3.62366)
H (2.06860, 0.13468, -4.95116)
H (-3.89880, 0.37008, -2.95016)
C (2.42320, 0.06288, -3.93026)
C (2.01210, 0.44238, -1.59316)
C (-3.04890, 0.80218, -1.03866)
C (-4.17490, 2.58938, 0.17914)
C (-1.17290, 1.06398, 3.96134)
H (3.72510, 0.07448, -5.97586)
C (1.74170, -2.00142, 4.05484)
C (-3.20140, 1.57098, 0.17044)
C (0.80730, -0.94292, 4.06394)
C (1.94290, -2.72222, 2.89544)
H (1.04110, -0.35122, 6.11134)
H (-4.27620, 3.19508, 1.06624)
C (-0.89000, 0.33798, 2.78884)
C (1.24210, -2.38802, 1.74764)
O (4.46090, -0.54692, -5.90316)
C (-3.97150, 1.00768, -2.08276)
C (0.11740, -0.66872, 2.85514)
Te (-2.41600, -2.77692, -1.34436)
H (2.63440, -3.54912, 2.87654)
C (4.61750, -1.01052, -4.64856)
S (1.09600, 1.23088, -0.34656)
N (-1.50650, 0.45398, 1.56494)
C (1.61680, 0.55378, -2.92586)
H (3.47220, -0.35362, -0.24056)
H (-1.93910, 1.82088, 3.98694)
H (0.67520, 1.02798, -3.15576)
H (4.93800, -1.19352, -2.06186)
C (4.00440, -0.69702, -2.28276)
H (-0.68850, 1.39838, 6.00824)
N (0.35780, -1.38162, 1.72684)
C (3.19630, -0.22402, -1.27496)
C (0.50910, -0.16202, 5.19244)
H (-5.61420, 2.15018, -2.85056)
O (0.25870, -1.73912, -1.23066)
Cl (-6.14200, 4.09518, -0.85456)
C (-4.99890, 2.80738, -0.90186)
Ir (-0.67040, -0.65812, 0.14424)
O (-0.54840, -2.52162, -2.00776)
O (-2.09730, -0.06172, -1.21536)
O (5.52350, -1.75482, -4.38666)
C (-0.46720, 0.81518, 5.12534)
H (1.38010, -2.93162, 0.82404)
C (-4.93090, 1.99178, -2.03246)
H (-2.68870, 2.04198, 2.16074)



(4)
The following is a quantum chemistry calculation of a molecular structure, C23H15IN3O4Ti in a non-equilibrium geometry, from the Open Molecules 2025 dataset.

Computed properties:
HOMO energy ... -10.8 eV
E_LUMO ... -4.26 eV
Energy above the lowest of the compared OMol25 structures with the same formula, charge and spin ... 610.98 kJ/mol
E_tot ... -67961.44445 eV
Orbital gap ... 6.58 eV
Net charge ... +1

Positions of all 47 atoms, in Å:
H (5.27801, 9.62106, 5.58804)
H (7.78962, 14.04535, 8.17803)
C (6.77780, 8.71045, 7.04266)
N (13.54977, 10.18351, 7.26392)
C (15.43748, 10.29220, 5.89205)
H (10.32934, 5.08976, 6.42811)
C (8.46841, 13.17575, 8.06715)
H (17.18697, 9.22233, 6.74571)
C (8.84108, 8.68825, 6.66505)
C (8.70675, 10.79545, 7.28290)
H (7.16112, 10.81376, 4.29409)
H (6.95282, 12.18601, 6.96596)
O (12.16132, 9.53653, 9.14143)
H (11.36370, 11.99252, 9.13118)
C (9.05681, 5.83772, 7.98657)
N (10.02613, 10.92046, 7.87470)
H (6.04006, 8.47708, 7.78998)
C (8.05549, 9.42571, 7.83121)
I (8.01961, 9.08302, 9.92934)
H (15.86159, 10.42235, 4.88931)
H (16.07507, 8.80362, 8.88922)
C (7.98303, 12.14040, 7.39980)
C (13.42315, 9.42501, 9.46790)
O (13.30992, 11.29570, 4.05179)
C (10.27750, 5.86446, 7.16931)
H (9.56226, 10.32926, 5.20070)
C (7.99893, 6.57232, 7.61378)
C (8.68714, 10.02229, 5.79704)
C (10.46838, 12.07026, 8.58790)
C (13.04534, 10.89272, 5.11648)
Ti (11.54974, 9.90224, 7.42591)
H (8.82158, 5.12981, 8.77454)
C (14.06032, 10.51758, 6.10862)
C (14.29037, 9.64257, 8.24073)
C (16.17137, 9.57491, 6.84388)
C (10.40084, 7.11305, 6.93364)
H (10.13181, 14.11782, 9.17935)
N (10.27228, 8.31788, 6.86263)
O (11.85351, 10.64067, 5.63019)
C (9.80554, 13.21424, 8.63217)
C (7.33382, 10.20141, 5.19737)
C (15.59515, 9.29410, 8.07543)
H (7.07994, 6.38343, 8.19124)
C (6.33212, 9.61559, 5.91133)
H (7.51936, 7.18047, 5.59672)
O (13.90626, 9.16650, 10.51994)
C (7.75786, 7.60395, 6.59317)